Record 1
Density functional theory data (the ωB97M-V functional and the def2-TZVPD basis) for the molecule C15H23N3O at a distorted geometry.

Each line ends with the Löwdin charge.
Geometry (Å):
H: -5.25320 -1.25865 -1.05345  0.062
H: -3.25600 -2.60825 -0.47221  0.094
C: 0.00378 1.72751 1.15780  -0.474
C: -1.22347 2.39578 -0.94150  -0.193
O: -0.92062 1.94175 1.90794  0.071
N: 2.14520 0.71485 0.85767  0.050
C: 4.30133 -0.24371 0.58439  -0.280
H: -2.58835 1.30410 -2.17832  0.111
C: 4.46227 0.20055 -0.73169  -0.016
H: 5.79434 0.22179 -2.41102  0.106
H: 7.07643 -1.81267 1.13762  0.105
H: 0.81376 1.63552 -0.81495  0.100
C: 5.63547 -0.10625 -1.39370  -0.067
C: -5.31590 -2.02371 -0.28404  -0.113
N: 5.23722 -0.95119 1.21822  0.099
H: -4.03434 -3.15475 1.00684  0.102
C: 0.13252 2.26553 -0.24459  -0.111
H: -5.72482 -2.92441 -0.73714  0.067
H: -0.90196 0.83043 -2.37129  0.109
H: 3.09216 -0.34528 2.37588  0.124
N: 1.06464 0.96958 1.59649  0.045
H: 0.59019 3.25380 -0.14660  0.129
C: 6.35159 -1.23758 0.57582  -0.147
H: -0.98200 -0.28126 -0.12465  0.106
C: -3.37010 -1.12365 1.09647  -0.219
H: -2.81804 0.92854 0.94624  0.091
C: -1.66192 1.10486 -1.63382  -0.206
H: -1.96718 2.69913 -0.20431  0.107
C: -3.94557 -2.30951 0.31938  -0.271
C: 3.10682 0.04268 1.35357  -0.082
H: -4.08368 -0.84443 1.87545  0.109
H: -2.07689 -0.96305 -1.32216  0.106
H: 1.01027 0.62196 2.55878  0.164
H: -3.94588 0.41373 -0.30640  0.108
H: 7.53752 -1.10129 -1.21087  0.099
H: -6.00590 -1.68278 0.48499  0.073
C: -1.88932 -0.08468 -0.70076  -0.202
C: -3.06027 0.11786 0.25810  -0.213
H: -2.45150 -1.44346 1.59514  0.109
H: 3.67490 0.77061 -1.19660  0.103
H: -1.16083 3.18199 -1.69670  0.109
C: 6.60734 -0.84203 -0.73000  -0.065

Force components x, y, z for each atom (eV/Å):
-0.08 0.10 -0.09
0.05 -0.10 0.01
0.35 0.05 -0.25
0.04 -0.11 -0.04
-0.14 0.04 0.10
0.69 -0.10 -0.53
0.60 -0.01 -0.73
-0.01 -0.04 -0.08
0.03 -0.10 0.21
0.00 0.02 -0.05
0.11 -0.04 -0.04
0.00 0.13 -0.02
0.01 -0.05 0.10
0.23 -0.12 0.02
-0.50 0.08 0.41
0.07 -0.05 -0.06
-0.41 0.09 -0.15
-0.10 -0.03 -0.07
-0.02 0.03 -0.09
-0.03 0.02 -0.01
-0.14 -0.41 1.11
0.10 -0.04 0.02
0.40 -0.07 -0.30
0.08 -0.16 0.02
-0.03 -0.01 -0.18
-0.10 0.06 -0.08
0.05 -0.01 0.13
-0.03 0.11 -0.03
-0.07 0.13 0.13
-0.86 0.21 0.54
0.02 -0.04 0.10
0.10 -0.07 0.03
-0.04 0.16 -0.32
-0.07 0.09 -0.06
0.08 -0.03 -0.02
-0.12 0.06 0.05
-0.28 0.22 -0.11
0.19 -0.18 0.17
0.02 0.03 0.11
-0.07 0.06 -0.07
-0.01 0.03 0.07
-0.09 0.02 0.06

Calculated values
- LUMO (hartree) = 0.00325
- energy relative to the best compared isomer or geometry (same formula, charge and spin) (kJ/mol) = 105.71
- molecular weight (g/mol) = 261.4

***

Record 2
Density functional theory data (the ωB97M-V functional and the def2-TZVPD basis) for the molecule C15H23N3O at a distorted geometry.

Each line ends with the Löwdin charge.
Geometry (Å):
H: -1.38771 0.37403 -3.81420  0.114
H: 4.68480 1.18392 -4.19458  0.067
C: 1.06273 1.00286 3.49009  -0.104
C: 2.74226 0.69552 -3.38014  -0.283
H: -1.74475 -0.63755 4.16308  0.096
H: 1.47002 -0.73448 -4.36147  0.117
N: -1.24126 -0.58134 1.24446  0.088
H: 0.95789 0.94126 -4.55534  0.117
H: 3.85493 2.25038 2.46061  0.103
H: -1.80948 -2.69869 -1.79784  0.127
C: -2.71516 -1.92719 -0.04362  -0.474
H: 0.57274 0.69052 0.17907  0.086
C: 1.05864 0.93509 1.10979  -0.009
O: -3.76364 -2.52940 -0.10520  0.073
H: 0.63098 0.80044 4.46127  0.110
H: -0.70414 -1.79332 -0.72538  0.099
H: 2.85748 1.70483 0.22878  0.098
H: 3.33578 1.56871 -5.26467  0.071
H: 3.84465 -0.10654 -5.05552  0.071
H: -1.56165 1.11902 4.06580  0.077
H: 2.63822 1.65658 -2.87026  0.104
C: -1.70376 -1.82467 -1.15488  -0.119
H: -0.91472 -1.31818 -3.68343  0.116
C: -1.83254 0.22893 3.50623  -0.022
H: -2.98991 -0.60759 -2.36494  0.118
C: 2.87672 1.79576 2.37728  -0.150
C: -1.97297 -0.55335 -1.97054  -0.195
C: -0.99120 -0.37994 -3.13003  -0.212
H: -1.91324 0.31627 -1.31216  0.109
C: -0.94217 0.06965 2.30294  -0.276
C: 2.31949 1.49726 1.14091  -0.049
N: 2.26422 1.54620 3.52144  0.060
C: 3.71264 0.84499 -4.54516  -0.119
H: -2.87496 0.32442 3.20215  0.076
H: 0.31319 1.01493 -2.14905  0.111
C: 1.36625 0.22106 -3.84229  -0.233
C: 0.38888 0.68011 2.30965  -0.154
C: 0.39792 0.05936 -2.67329  -0.234
N: -2.39857 -1.23769 1.09904  0.062
H: 3.14710 -0.01983 -2.66002  0.107
H: 0.80796 -0.67335 -1.97550  0.108
H: -3.08763 -1.27976 1.85091  0.150

Force components x, y, z for each atom (eV/Å):
0.01 -0.03 -0.08
0.13 0.03 -0.06
-0.47 -0.20 -0.27
-0.08 -0.08 -0.35
-0.05 -0.02 0.10
-0.02 -0.03 -0.10
0.68 0.19 -0.14
-0.03 -0.01 -0.10
0.09 0.03 -0.09
-0.05 -0.02 0.09
0.27 -0.17 -0.29
-0.02 -0.02 -0.11
0.01 0.04 0.24
-0.13 -0.06 -0.07
-0.17 -0.03 0.04
0.01 -0.07 -0.09
0.05 0.04 -0.08
0.00 0.07 -0.11
0.05 -0.08 -0.09
-0.03 0.01 0.05
0.00 0.00 0.10
-0.10 0.06 -0.10
-0.02 -0.04 -0.10
-0.01 -0.16 -0.24
-0.04 0.04 0.08
0.09 0.01 -0.20
0.07 -0.15 -0.20
0.01 0.17 0.36
-0.06 0.07 0.01
-0.63 -0.31 -0.02
-0.10 -0.03 0.06
0.40 0.17 0.40
-0.04 0.02 0.26
-0.05 0.01 0.04
0.01 0.03 0.11
0.13 0.09 0.49
0.69 0.30 -0.10
-0.12 -0.12 -0.48
-0.70 0.22 1.09
-0.01 0.02 0.09
0.05 0.01 0.13
0.17 -0.02 -0.25

Calculated values
- LUMO (hartree) = 0.01187
- energy relative to the best compared isomer or geometry (same formula, charge and spin) (kJ/mol) = 96.13
- molecular weight (g/mol) = 261.4

***

Record 3
Density functional theory data (the ωB97M-V functional and the def2-TZVPD basis) for the molecule C15H23N3O3.

Each line ends with the Löwdin charge.
Geometry (Å):
C: 0.14202 -1.82047 1.37380  -0.145
H: -1.44413 -4.66179 -2.01240  0.107
C: 0.14141 -0.46699 0.64576  -0.090
H: -4.34344 -3.01260 0.68465  0.108
H: -2.47219 -1.44129 0.36448  0.116
C: 2.34274 1.90008 0.61706  0.064
H: 4.23018 5.17874 -1.50722  0.100
N: 0.00450 1.92735 1.22725  0.148
O: 4.57933 2.01636 -0.11376  0.072
H: -2.50990 -1.99843 2.03188  0.117
H: 3.87338 4.05969 -2.83229  0.100
C: -0.40752 0.63804 1.51306  -0.444
C: -0.63262 -3.27992 -0.56746  -0.174
N: 3.09172 3.50843 -0.97322  0.027
C: 4.13214 4.12748 -1.77608  0.000
C: -0.89566 -2.83242 0.87162  -0.336
H: 2.56825 1.10498 1.30600  0.128
C: 1.84537 4.06201 -1.08153  -0.445
N: 0.83807 3.46780 -0.32229  0.016
O: -1.24708 0.48088 2.36513  0.094
H: -0.55554 2.62910 1.69921  0.155
H: -1.49486 -5.23791 -0.34479  0.114
H: -3.76540 -4.63851 -1.11251  0.106
C: -2.32786 -2.31436 1.00388  -0.173
H: -3.22959 -4.25001 1.27031  0.114
C: -3.32455 -3.39531 0.59661  -0.201
H: -0.51971 -0.51072 -0.22379  0.122
H: 1.13245 -0.21591 0.27833  0.098
H: -0.80138 -3.71678 1.51335  0.147
H: -0.72670 -2.43259 -1.25046  0.113
C: 1.09144 2.40406 0.50492  -0.233
H: -0.05150 -1.63967 2.43306  0.115
H: 1.13229 -2.27142 1.28751  0.114
H: -0.48004 4.70377 -1.29510  0.093
O: 1.61358 5.00764 -1.79999  0.088
C: -1.63054 -4.35921 -0.97954  -0.204
H: -1.21477 3.21270 -0.64945  0.099
C: -0.49839 4.01054 -0.45511  -0.007
H: -3.21779 -3.01036 -1.51732  0.113
H: 0.38611 -3.66497 -0.65446  0.117
H: -0.79081 4.55886 0.44291  0.099
C: 3.44028 2.42930 -0.15077  -0.429
H: 5.05851 3.59432 -1.57533  0.088
C: -3.06182 -3.85048 -0.83593  -0.210

Force components x, y, z for each atom (eV/Å):
-0.11 -0.11 0.02
0.02 -0.09 0.02
0.03 -0.33 0.24
-0.03 -0.06 0.07
0.00 0.14 -0.03
-0.29 -0.07 0.15
0.00 -0.04 -0.04
-0.22 0.71 0.09
0.13 -0.11 0.09
0.00 0.11 0.00
0.03 0.04 0.04
0.20 -0.07 -0.26
-0.02 -0.32 0.27
0.25 0.05 -0.10
0.25 0.12 -0.17
0.12 0.35 -0.12
-0.02 -0.02 0.08
-0.17 -0.11 0.19
-0.06 -0.02 -0.01
-0.15 -0.11 0.13
0.03 -0.17 -0.03
0.03 -0.08 0.00
-0.04 0.04 -0.08
0.02 -0.39 0.27
-0.04 -0.05 0.06
-0.07 0.26 -0.25
0.01 0.11 -0.07
-0.11 0.01 -0.07
-0.02 -0.02 0.00
0.03 0.10 -0.06
0.84 -0.36 0.04
0.08 -0.03 0.00
0.03 0.01 0.02
-0.05 -0.10 0.16
0.05 0.25 -0.21
-0.05 0.24 -0.25
0.03 0.05 0.03
-0.32 0.22 -0.22
-0.04 0.04 -0.07
0.07 0.06 -0.04
-0.04 0.01 -0.03
-0.28 -0.04 -0.02
-0.11 0.08 -0.04
0.01 -0.28 0.19

Calculated values
- LUMO (hartree) = 0.01510
- energy relative to the best compared isomer or geometry (same formula, charge and spin) (kJ/mol) = 0.00
- molecular weight (g/mol) = 293.4

***

Record 4
Density functional theory data (the ωB97M-V functional and the def2-TZVPD basis) for the molecule C15H23N3O3.

Each line ends with the Löwdin charge.
Geometry (Å):
C: -1.24301 0.64759 3.29950  0.029
H: 1.24094 -3.00705 -2.20534  0.105
H: 1.61332 0.54824 4.42316  0.085
H: 0.36027 4.55177 1.05083  0.077
H: 0.20997 0.58833 5.49112  0.075
H: -1.52277 -0.15541 3.96346  0.124
O: -3.11029 0.03849 2.02730  -0.046
C: 2.67260 -1.66469 -3.09361  -0.204
C: -1.70875 1.91223 1.30775  0.014
H: 4.03045 -4.07344 -2.85435  0.070
H: 3.75725 -1.55621 -3.14939  0.114
H: 2.41367 -0.25047 -1.47421  0.120
H: -1.87786 -0.48317 -2.32600  0.135
H: 1.08706 3.03226 2.82877  0.117
C: 2.32592 -2.89066 -2.25172  -0.269
N: -1.38959 -0.89442 -1.53362  0.098
H: 2.58922 -4.33799 -3.83583  0.071
C: -2.03687 0.88807 2.18223  -0.257
C: -0.57762 2.68656 1.53807  -0.262
H: 0.17623 -0.55027 -3.36231  0.144
H: -1.07743 4.18294 0.08428  0.079
C: 2.94641 -4.15890 -2.82368  -0.115
H: -1.68738 -0.97232 0.46480  0.146
O: 0.44443 -0.58709 -0.22297  0.069
C: -0.11991 1.41747 3.54230  -0.266
H: 2.68129 -2.73496 -1.23162  0.114
O: -3.71251 0.48749 -1.46873  0.058
C: 0.20518 2.43366 2.65169  -0.017
C: -0.04007 -0.59864 -1.33471  -0.553
N: -2.19548 -0.77643 -0.39158  0.094
C: -0.19710 3.75722 0.56059  -0.042
H: -4.74599 -0.52307 1.02933  0.144
N: 0.64420 -0.38368 -2.48513  0.062
H: 0.43578 3.33079 -0.21863  0.083
C: -3.95617 0.22748 0.92334  -0.102
H: 2.42579 0.48516 -3.09629  0.116
C: 0.75226 1.14243 4.72936  -0.048
H: 2.68741 -5.01925 -2.21184  0.068
H: -2.31057 2.11984 0.43564  0.116
H: 2.29929 -1.80195 -4.11232  0.112
C: -3.27810 0.02735 -0.42862  -0.486
C: 2.09079 -0.37650 -2.50966  -0.192
H: -4.42389 1.22088 0.92794  0.142
H: 1.12165 2.07034 5.16074  0.078

Force components x, y, z for each atom (eV/Å):
-0.14 -0.04 -0.13
-0.02 0.02 0.08
0.08 -0.04 0.05
0.03 0.08 -0.01
0.01 -0.03 0.09
-0.04 -0.10 0.12
0.28 -0.05 0.12
-0.23 0.06 0.41
-0.27 -0.11 -0.02
0.13 -0.04 -0.03
0.06 0.01 -0.09
0.03 0.07 -0.13
0.12 -0.02 0.16
0.11 0.10 0.03
0.16 0.01 -0.25
-0.52 0.05 -0.11
0.00 -0.07 -0.12
0.15 0.12 0.18
0.05 -0.02 0.15
-0.06 -0.01 0.10
-0.02 0.07 -0.05
-0.15 0.13 0.16
-0.16 0.07 -0.15
0.15 -0.05 0.30
-0.11 -0.03 -0.06
-0.07 0.03 0.07
-0.12 0.18 -0.12
-0.07 0.02 -0.09
-0.40 0.05 -0.08
0.54 -0.22 0.13
0.03 -0.06 -0.03
0.09 0.14 -0.08
-0.04 0.04 -0.27
0.04 0.04 -0.09
-0.28 0.18 -0.16
0.02 -0.04 0.14
0.02 -0.04 -0.05
0.02 -0.14 0.00
-0.08 0.05 -0.08
0.06 -0.01 -0.10
0.15 -0.30 0.13
0.29 0.00 -0.13
0.12 -0.13 -0.08
0.04 0.03 0.07

Calculated values
- LUMO (hartree) = 0.02912
- energy relative to the best compared isomer or geometry (same formula, charge and spin) (kJ/mol) = 135.65
- molecular weight (g/mol) = 293.4